Model P:
Density functional theory data (ωB97M-V/def2-TZVPD) for an isolated molecule of C4H4OS2.

```
! RIJCOSX wB97M-V def2-TZVPD def2/J DEFGRID3
* xyz 0 1
C -1.332 0.705 -0.106
C -0.029 0.183 0.397
C 0.381 -1.278 0.114
C 1.187 0.801 -0.317
H -1.412 1.807 -0.075
H 0.028 0.430 1.450
H 0.564 -1.868 1.019
H -0.265 -1.789 -0.551
O 1.493 1.936 -0.534
S -2.556 -0.164 -0.685
S 1.942 -0.765 -0.711
*
```

Properties
Structure (SMILES)   O=C1SC[C@@H]1C=S
Molecular weight   132.21 g mol⁻¹
Gap between HOMO and LUMO   8.559 eV



Model Q:
Density functional theory data (ωB97M-V/def2-TZVPD) for an isolated molecule of C4H4OS2.

```
! RIJCOSX wB97M-V def2-TZVPD def2/J DEFGRID3
* xyz 0 1
C -1.890 0.408 -1.115
C -0.094 -0.669 -0.049
C 1.001 -0.596 0.743
C 1.719 0.593 1.015
H -2.185 1.438 -1.224
H -0.535 -1.561 -0.402
H 1.442 -1.603 0.747
H 2.653 0.364 1.565
O -0.782 0.506 -0.348
S -2.753 -0.981 -1.539
S 1.425 2.099 0.607
*
```

Properties
Structure (SMILES)   S=C/C=C\OC=S
Molecular weight   132.21 g mol⁻¹
Gap between HOMO and LUMO   7.441 eV



Stability comparison, relative energies in eV: model P 0.000; model Q 1.608



Model P:
Density functional theory data (ωB97M-V/def2-TZVPD) for a cluster of 2 separate species, C3H6O2S in total.

```
! RIJCOSX wB97M-V def2-TZVPD def2/J DEFGRID3
* xyz 0 1
C -0.279 0.716 1.683
C 0.583 0.054 0.670
C -0.451 -0.605 -1.708
O 0.254 1.435 0.638
O -1.735 -0.275 -1.885
S 2.330 -0.327 0.745
H -1.398 0.469 1.544
H 0.120 0.954 2.709
H -0.437 -1.673 -1.827
H 0.384 0.034 -2.212
H -1.716 0.707 -1.824
H 2.344 -1.489 1.468
*
```

Properties
Molecular weight   106.15 g mol⁻¹
Gap between HOMO and LUMO (spin up / spin down)   7.743 / 8.537 eV



Model Q:
Density functional theory data (ωB97M-V/def2-TZVPD) for an isolated molecule of C3H6O2S.

```
! RIJCOSX wB97M-V def2-TZVPD def2/J DEFGRID3
* xyz 0 1
C -0.280 0.750 1.071
C 0.509 -0.096 -0.264
C 0.030 -1.497 -0.040
H -2.035 1.360 0.591
H -0.055 1.794 0.767
H 0.344 0.243 2.016
H 0.171 -2.266 -1.017
H 0.587 -1.868 0.916
H -1.661 -0.814 0.707
O -1.669 0.726 1.211
O -1.397 -1.472 -0.002
S 1.602 0.786 -1.141
*
```

Properties
Structure (SMILES)   OCC(=S)CO
Molecular weight   106.15 g mol⁻¹
Gap between HOMO and LUMO   8.219 eV



Model R:
Density functional theory data (ωB97M-V/def2-TZVPD) for an isolated molecule of C3H6O2S.

```
! RIJCOSX wB97M-V def2-TZVPD def2/J DEFGRID3
* xyz 0 1
O -0.002 1.000 -2.004
C -0.349 -0.016 -1.488
O -1.076 -0.934 -2.166
C 0.117 -0.471 -0.109
C 0.488 0.684 0.780
S 0.733 0.238 2.551
H -1.020 -1.803 -1.756
H 1.002 -1.058 -0.388
H -0.626 -1.130 0.325
H 1.381 1.187 0.445
H -0.276 1.457 0.822
H -0.372 0.846 2.988
*
```

Properties
Structure (SMILES)   O=C(O)CCS
Molecular weight   106.15 g mol⁻¹
Gap between HOMO and LUMO   9.929 eV



Stability comparison, relative energies in eV: model P 5.742; model Q 3.362; model R 0.000



Model P:
Density functional theory data (ωB97M-V/def2-TZVPD) for a cluster of 2 separate species, C5H13N2 in total.

```
! RIJCOSX wB97M-V def2-TZVPD def2/J DEFGRID3
* xyz 0 2
N -0.958 -0.849 -1.603
C -0.952 -0.981 -2.985
N 0.223 -1.154 -3.700
H -0.111 -0.913 -1.067
H -1.747 -1.188 -1.080
H -1.880 -0.871 -3.517
H 0.212 -1.102 -4.696
H 1.088 -1.414 -3.263
C 0.870 1.194 1.900
C -0.021 0.336 2.377
C -1.054 -0.335 1.515
C 1.839 1.967 2.744
H 0.870 1.419 0.836
H -0.035 0.139 3.444
H -0.665 -1.304 1.184
H -1.980 -0.532 2.056
H -1.312 0.258 0.641
H 1.829 1.623 3.777
H 1.631 3.037 2.709
H 2.854 1.827 2.360
*
```

Properties
Molecular weight   101.17 g mol⁻¹
Gap between HOMO and LUMO (spin up / spin down)   5.795 / 10.180 eV
<S²>   0.75



Model Q:
Density functional theory data (ωB97M-V/def2-TZVPD) for an isolated molecule of C5H13N2.

```
! RIJCOSX wB97M-V def2-TZVPD def2/J DEFGRID3
* xyz 0 2
C -2.737 1.179 0.637
C -1.251 1.005 0.339
C -0.811 -0.482 0.182
C 0.632 -0.672 -0.104
C 1.176 -0.714 -1.386
N 2.546 -1.248 -1.461
N 1.567 -0.351 1.004
H -3.142 2.014 0.041
H -3.279 0.372 0.160
H -2.944 1.452 1.659
H -0.654 1.395 1.182
H -0.861 1.567 -0.502
H -1.068 -0.841 1.192
H -1.363 -0.990 -0.604
H 0.929 -0.022 -2.201
H 2.512 -2.135 -1.957
H 3.162 -0.636 -1.985
H 1.451 0.544 1.485
H 2.492 -0.403 0.555
H 1.643 -1.034 1.763
*
```

Properties
Molecular weight   101.17 g mol⁻¹
Gap between HOMO and LUMO (spin up / spin down)   5.129 / 7.469 eV
<S²>   0.76



Stability comparison, relative energies in eV: model P 0.000; model Q 1.624



Model P:
Density functional theory data (ωB97M-V/def2-TZVPD) for a cluster of 2 separate species, C4H8O2 in total.

```
! RIJCOSX wB97M-V def2-TZVPD def2/J DEFGRID3
* xyz 0 1
O 1.243 -0.793 -1.802
C 0.665 0.216 -1.001
C -0.766 -0.127 -0.573
C -0.656 -0.827 0.772
O 0.526 -0.523 1.233
C 1.339 0.337 0.356
H 1.080 -1.646 -1.377
H 0.739 1.139 -1.579
H -1.314 -0.709 -1.320
H -1.365 0.774 -0.367
H -2.384 0.139 2.122
H -2.771 0.721 2.387
H 1.306 1.346 0.778
H 2.359 -0.048 0.372
*
```

Properties
Molecular weight   88.11 g mol⁻¹
Gap between HOMO and LUMO   9.421 eV



Model Q:
Density functional theory data (ωB97M-V/def2-TZVPD) for an isolated molecule of C4H8O2.

```
! RIJCOSX wB97M-V def2-TZVPD def2/J DEFGRID3
* xyz 0 1
O -1.224 0.515 2.365
C -0.598 0.621 1.338
C -0.419 -0.526 0.381
C 0.173 -0.110 -1.016
C 0.719 -1.364 -1.692
O 1.075 0.935 -0.791
H -0.451 1.647 0.968
H 0.185 -1.335 0.795
H -1.365 -0.955 0.043
H -0.697 0.293 -1.541
H 1.129 -0.941 -2.621
H 1.614 -1.680 -1.163
H -0.112 -1.979 -2.009
H 1.579 1.116 -1.594
*
```

Properties
Structure (SMILES)   C[C@H](O)CC=O
Molecular weight   88.11 g mol⁻¹
Gap between HOMO and LUMO   10.253 eV



Stability comparison, relative energies in eV: model P 2.520; model Q 0.000